# 1
Molecular formula: C34H97N5O12
Method: DFT, ωB97M-V with the def2-TZVPD basis set

The geometry in XYZ format:
```
148
C34H97N5O12, DFT ωB97M-V with the def2-TZVPD basis set
C 2.551 -2.489 -2.560
C 4.039 -2.544 -2.290
O 4.789 -2.312 -3.452
H 2.335 -2.944 -3.526
H 2.176 -1.466 -2.523
H 1.972 -2.985 -1.780
H 4.272 -3.547 -1.933
H 4.272 -1.880 -1.458
H 5.677 -2.071 -3.175
C -0.684 -4.076 -1.040
C -0.960 -4.765 -2.429
O -0.274 -5.988 -2.395
H 0.395 -4.036 -0.890
H -1.222 -4.643 -0.280
H -1.037 -3.045 -1.026
H -0.493 -4.144 -3.194
H -2.038 -4.776 -2.595
H -0.067 -6.254 -3.293
C -1.348 -2.400 4.981
C -2.074 -3.553 5.740
O -3.019 -4.102 4.817
H -2.002 -1.528 4.951
H -0.991 -2.710 3.999
H -0.475 -2.116 5.569
H -2.517 -3.057 6.604
H -1.349 -4.321 6.009
H -3.602 -4.593 5.401
C 2.749 -2.997 2.617
C 2.859 -2.800 1.108
O 3.432 -1.484 0.933
H 2.223 -3.931 2.816
H 2.316 -2.107 3.073
H 3.730 -3.120 3.076
H 1.890 -2.934 0.628
H 3.574 -3.535 0.739
H 2.707 -0.905 0.688
C 0.696 1.179 5.850
C -0.729 1.402 5.346
O -1.192 2.502 6.008
H 0.612 0.869 6.892
H 1.349 2.048 5.763
H 1.266 0.450 5.274
H -1.416 0.558 5.415
H -0.611 1.621 4.285
H -1.624 2.168 6.797
C 1.680 3.596 2.348
C 0.786 4.263 1.295
O 0.858 3.436 0.144
H 2.691 3.475 1.960
H 1.238 2.633 2.603
H 1.906 4.100 3.288
H 1.349 5.167 1.065
H -0.235 4.484 1.606
H 0.475 3.881 -0.616
C -1.031 -2.820 -5.942
C -2.454 -3.383 -5.819
O -2.739 -4.135 -6.951
H -0.748 -2.339 -5.006
H -1.103 -2.034 -6.695
H -0.213 -3.485 -6.219
H -3.261 -2.655 -5.740
H -2.442 -4.028 -4.941
H -2.769 -3.484 -7.655
C 1.259 1.310 -4.388
C 1.725 2.304 -5.483
C 3.054 1.871 -6.187
O 4.131 1.822 -5.279
C 5.128 0.852 -5.666
N 0.596 2.317 -6.417
H 0.338 1.566 -3.865
H 2.008 1.245 -3.598
H 1.097 0.346 -4.869
H 1.847 3.287 -5.029
H 3.334 2.587 -6.959
H 2.792 0.933 -6.677
H 5.917 0.809 -4.915
H 5.476 1.200 -6.638
H 4.786 -0.170 -5.825
H 0.510 1.377 -6.776
H -0.224 2.510 -5.860
C -7.310 -1.458 0.895
C -7.269 -0.025 0.324
C -5.883 0.349 -0.279
O -4.764 0.000 0.532
C -4.419 0.973 1.492
N -8.344 0.002 -0.699
H -6.511 -1.524 1.634
H -7.110 -2.248 0.171
H -8.268 -1.691 1.360
H -7.538 0.684 1.108
H -5.845 1.407 -0.540
H -5.664 -0.218 -1.183
H -3.506 0.615 1.968
H -5.135 1.044 2.312
H -4.244 1.955 1.054
H -8.041 -0.792 -1.245
H -9.155 -0.376 -0.231
C 4.216 0.608 3.608
C 4.410 0.342 5.128
C 4.429 -1.176 5.520
O 4.446 -1.454 6.877
C 3.335 -0.984 7.636
N 5.531 1.086 5.657
H 4.368 1.656 3.351
H 3.176 0.389 3.363
H 5.001 0.056 3.091
H 3.548 0.774 5.638
H 5.287 -1.663 5.058
H 3.591 -1.719 5.084
H 3.419 -1.437 8.624
H 2.364 -1.227 7.206
H 3.374 0.104 7.692
H 5.737 0.795 6.602
H 6.381 0.870 5.156
C -0.214 -0.067 1.990
C -0.110 -0.547 0.561
C -1.244 -0.068 -0.358
O -0.906 -0.264 -1.707
C -1.976 -0.157 -2.644
N 1.134 -0.110 -0.037
H -1.037 -0.595 2.472
H -0.465 0.993 1.950
H 0.693 -0.238 2.569
H -0.162 -1.635 0.612
H -1.372 1.009 -0.245
H -2.233 -0.469 -0.140
H -2.357 0.859 -2.746
H -2.791 -0.805 -2.322
H -1.581 -0.465 -3.613
H 0.976 -0.177 -1.033
H 0.955 0.876 0.089
C -2.563 3.987 -0.910
C -2.287 4.672 -2.275
C -0.883 4.404 -2.948
O 0.187 4.934 -2.112
C 1.529 4.770 -2.582
N -3.324 4.453 -3.128
H -2.277 2.943 -0.780
H -3.593 4.101 -0.572
H -2.010 4.580 -0.181
H -2.341 5.760 -2.290
H -0.814 4.875 -3.928
H -0.743 3.329 -3.068
H 2.231 5.024 -1.788
H 1.753 5.206 -3.555
H 1.745 3.705 -2.664
H -4.138 4.734 -2.600
H -3.312 5.194 -3.814
```

Summary:
F_max	4.94	eV/A
electronic energy	-2529.986059	Ha
SMILES	COC[C@H](C)N.COC[C@H](C)N.COC[C@H](C)N.COC[C@H](C)N.COC[C@H](C)N.CCO.CCO.CCO.CCO.CCO.CCO.CCO
Kohn-Sham gap	9.2	eV

# 2
Molecular formula: C35H100F6N5O25P6
Method: DFT, ωB97M-V with the def2-TZVPD basis set

The geometry in XYZ format:
```
177
C35H100F6N5O25P6, DFT ωB97M-V with the def2-TZVPD basis set
P -0.734 -0.508 -0.746
F -1.487 -1.983 -0.938
F -0.203 -0.994 0.711
F 0.636 -1.043 -1.411
F 0.064 0.957 -0.562
F -1.318 -0.041 -2.212
F -2.022 0.141 0.043
C -1.169 4.312 -8.407
C 0.144 3.564 -8.132
C 0.915 4.234 -6.953
O 1.096 5.661 -6.964
C 1.869 6.048 -8.100
N -0.150 2.144 -7.813
H -1.824 4.228 -7.539
H -1.661 3.819 -9.245
H -0.967 5.380 -8.487
H 0.711 3.550 -9.062
H 1.902 3.815 -6.760
H 0.333 3.977 -6.068
H 2.953 5.938 -8.127
H 1.780 7.134 -8.057
H 1.464 5.807 -9.083
H -0.181 2.082 -6.805
H -1.046 1.759 -8.077
C 4.304 1.536 6.241
C 5.397 2.442 6.814
C 5.719 3.698 6.021
O 6.493 4.607 6.745
C 7.735 4.197 7.149
N 5.054 2.748 8.208
H 3.951 0.687 6.826
H 4.562 1.102 5.275
H 3.313 1.988 6.207
H 6.328 1.896 6.970
H 4.747 4.092 5.726
H 6.200 3.417 5.084
H 8.158 3.492 6.434
H 7.798 3.729 8.132
H 8.345 5.081 7.337
H 5.875 2.910 8.774
H 4.484 3.578 8.291
C -2.250 -6.434 -5.146
C -0.798 -6.823 -5.242
C -0.246 -6.774 -6.682
O 0.969 -7.429 -6.773
C 1.614 -7.419 -8.049
N -0.009 -6.051 -4.241
H -2.337 -5.382 -5.416
H -2.731 -6.471 -4.169
H -2.851 -7.085 -5.781
H -0.660 -7.849 -4.900
H -0.088 -5.727 -6.939
H -0.875 -7.110 -7.506
H 1.143 -8.169 -8.684
H 2.639 -7.702 -7.813
H 1.661 -6.457 -8.561
H -0.613 -5.605 -3.566
H 0.233 -5.227 -4.773
C 2.180 -6.224 5.055
C 2.998 -6.317 3.709
C 3.540 -7.713 3.503
O 4.193 -7.741 2.195
C 5.620 -8.082 2.323
N 2.110 -5.953 2.613
H 1.295 -6.861 5.050
H 1.880 -5.188 5.212
H 2.816 -6.581 5.864
H 3.767 -5.549 3.795
H 2.740 -8.454 3.512
H 4.209 -8.017 4.307
H 5.773 -8.851 3.080
H 6.123 -7.182 2.678
H 6.132 -8.385 1.410
H 1.214 -6.015 3.075
H 2.172 -4.945 2.614
C -4.273 -2.892 6.395
C -5.119 -2.851 5.137
C -5.445 -1.386 4.796
O -6.381 -0.871 5.786
C -6.462 0.547 5.812
N -4.374 -3.531 4.085
H -4.814 -2.590 7.292
H -3.542 -2.116 6.168
H -3.705 -3.803 6.578
H -6.034 -3.427 5.271
H -5.890 -1.235 3.812
H -4.543 -0.780 4.880
H -5.541 1.026 6.144
H -7.211 0.803 6.561
H -6.916 1.059 4.963
H -4.942 -3.815 3.300
H -3.848 -2.883 3.517
C -5.744 5.161 -3.654
O -7.056 5.670 -3.682
P -7.689 6.125 -5.090
O -6.952 7.291 -5.660
O -7.764 4.763 -5.960
C -8.596 3.694 -5.589
O -9.176 6.414 -4.681
C -10.011 6.984 -5.646
H -5.231 5.697 -2.856
H -5.168 5.371 -4.556
H -5.670 4.097 -3.431
H -9.424 3.790 -6.291
H -9.016 3.599 -4.587
H -8.025 2.813 -5.881
H -10.899 6.361 -5.758
H -9.570 7.158 -6.627
H -10.330 7.962 -5.285
C -2.503 6.362 9.458
O -2.589 5.077 8.819
P -1.499 4.493 7.798
O -0.128 5.124 7.906
O -1.531 2.891 8.058
C -1.213 2.278 9.302
O -2.223 4.871 6.355
C -1.453 4.702 5.159
H -1.630 6.982 9.253
H -2.435 6.249 10.540
H -3.367 6.984 9.221
H -1.103 3.063 10.050
H -0.228 1.813 9.273
H -1.987 1.591 9.645
H -0.903 5.601 4.882
H -2.186 4.567 4.364
H -0.775 3.854 5.257
C 5.495 -2.706 -4.743
O 6.507 -2.491 -3.843
P 6.759 -3.630 -2.687
O 5.581 -4.429 -2.220
O 8.030 -4.492 -3.294
C 9.289 -3.891 -3.626
O 7.501 -2.832 -1.486
C 6.722 -1.951 -0.616
H 5.073 -1.710 -4.874
H 4.685 -3.326 -4.357
H 5.874 -2.999 -5.721
H 9.316 -2.877 -3.226
H 9.379 -3.867 -4.712
H 10.135 -4.425 -3.194
H 7.377 -1.267 -0.076
H 6.051 -2.433 0.095
H 6.078 -1.365 -1.272
C -10.556 -4.569 1.709
O -10.549 -5.237 0.423
P -9.335 -5.062 -0.551
O -7.998 -5.308 0.089
O -9.739 -5.957 -1.872
C -9.825 -7.378 -1.750
O -9.489 -3.520 -1.034
C -8.490 -2.782 -1.717
H -10.001 -3.632 1.673
H -9.976 -5.068 2.485
H -11.542 -4.347 2.118
H -9.081 -7.778 -1.061
H -9.317 -7.709 -2.656
H -10.839 -7.756 -1.882
H -7.472 -3.098 -1.491
H -8.572 -1.744 -1.394
H -8.594 -2.724 -2.800
C 8.536 7.179 1.311
O 7.875 6.610 0.133
P 8.619 5.350 -0.620
O 8.846 4.169 0.281
O 7.765 5.089 -1.997
C 6.437 4.727 -1.933
O 9.985 6.073 -1.190
C 9.853 7.086 -2.180
H 8.878 8.195 1.114
H 9.369 6.571 1.665
H 7.808 7.256 2.118
H 5.798 5.522 -2.318
H 6.041 4.618 -0.923
H 6.325 3.807 -2.507
H 9.719 7.951 -1.530
H 8.961 6.964 -2.794
H 10.697 7.075 -2.870
```

Summary:
F_max	3.87	eV/A
net charge	-1
electronic energy	-6196.089009	Ha
Kohn-Sham gap	9.1	eV